(1)
DFT (the ωB97M-V functional and the def2-TZVPD basis) results for C53H50N3O5P2RuS2 as an isolated structure in a non-equilibrium geometry.

The calculation puts the frontier orbital gap (spin up / spin down) at 5.744 / 5.099 eV.

ORCA input file:
```
! wB97M-V def2-TZVPD RIJCOSX def2/J DEFGRID3
* xyz 0 2
C -1.296 -2.286 2.855
C -1.636 3.575 -3.369
H -4.427 5.143 1.567
C 1.403 4.619 -1.919
C 5.434 0.071 0.481
H -0.959 2.450 4.215
C 2.580 -2.903 -4.172
H -1.884 -3.704 5.431
H -3.429 2.938 1.990
C -1.572 -4.664 5.025
C -1.714 1.025 2.812
Ru -0.834 0.425 -0.515
H -3.706 -0.311 5.912
S -4.039 1.783 -0.982
H -3.336 0.008 1.810
H -3.735 -5.059 3.076
S 1.663 -0.419 1.787
C -2.205 -4.282 1.741
C -2.341 2.804 -4.444
H 6.425 -0.152 0.854
H -2.671 3.329 -5.333
C -1.219 -1.039 -1.888
C 2.891 2.487 4.270
N -1.540 1.459 -2.125
H -2.468 -5.253 4.837
H 3.887 1.415 -2.210
C 2.748 1.302 3.573
C -1.846 -0.638 -3.074
C -0.932 -2.403 -1.775
C 0.565 2.394 -3.393
C 1.289 2.191 -2.253
H 1.813 5.461 -1.375
C -2.225 -1.531 -4.075
H 0.552 -2.045 3.866
P 1.261 0.565 -1.404
H 4.417 -0.833 2.151
H 3.698 2.606 4.982
C -2.274 1.154 5.211
H -1.736 -5.244 1.536
H -1.221 3.310 -1.259
C 0.760 2.152 2.443
C -2.626 -0.153 2.612
C -1.261 5.796 0.562
H -2.726 -1.187 -4.970
C 1.985 3.514 4.047
C -3.147 0.047 5.053
C 1.909 -0.599 -3.964
H 2.035 -2.100 -0.937
H 6.143 1.035 -1.304
H -4.022 -1.397 3.782
H -3.044 6.991 0.668
C 4.324 -0.304 1.212
H -3.092 0.935 -5.055
C -1.300 -3.308 -2.761
C 2.296 -1.678 -4.752
C -2.604 6.018 0.846
H 0.245 -4.100 3.987
O -4.431 0.940 -2.083
H 3.421 0.473 3.746
H -0.476 -0.598 3.847
C 3.055 -0.012 0.723
H 2.315 3.155 -0.601
H 2.381 -1.551 -5.823
H -4.154 -3.516 2.332
C 1.714 1.162 2.656
C 1.734 3.304 -1.502
C -2.017 0.802 -3.135
H -0.595 -5.456 3.273
C 0.934 3.341 3.160
H -0.365 -2.755 -0.919
H -4.193 -4.995 1.373
H -2.049 4.584 -3.301
C -3.656 -4.471 2.163
C -0.744 -4.491 3.757
C -3.324 -0.569 3.866
H 0.231 5.842 -3.192
H 0.243 1.561 -4.000
H 2.874 -3.742 -4.789
H -0.882 -1.926 4.922
C 4.008 0.960 -1.234
H -2.245 -3.587 -4.678
C -1.961 -2.878 -3.912
C -1.851 2.875 -2.033
H -0.980 -5.183 5.779
C 5.275 0.731 -0.734
H 1.738 0.356 -4.438
C -0.472 -1.681 3.944
C -1.480 3.503 1.300
H -0.647 6.595 0.165
C -0.710 4.544 0.785
C -2.561 1.502 -4.306
N -1.901 -1.450 2.006
C 1.793 -0.739 -2.587
O -5.078 2.435 -0.252
H -1.058 -4.359 -2.646
O 2.183 -1.459 2.728
C -2.816 3.740 1.597
O -3.026 1.145 -0.109
H 2.730 -3.993 -2.327
H 0.214 4.138 3.042
H 0.335 4.374 0.563
C 2.491 -3.046 -2.793
C -1.615 1.596 4.090
C -0.084 3.707 -3.693
H -2.152 -3.720 0.815
H -2.488 -1.890 1.309
H 2.077 4.448 4.586
C 0.534 4.835 -2.931
P -0.792 1.808 1.478
C 2.098 -1.974 -2.013
N -1.378 -3.615 2.758
C 2.871 0.578 -0.515
H -0.026 3.921 -4.767
C -3.376 4.989 1.361
H -2.158 1.648 6.163
O -3.219 3.046 -1.650
*
```

Löwdin atomic charge list, values in e, 6 entries:
1. C -0.29
2. C -0.16
3. H 0.11
4. C -0.10
5. C -0.06
6. H 0.09

***

(2)
DFT (the ωB97M-V functional and the def2-TZVPD basis) results for C37H40AsN4O5OsSe as an isolated structure in a non-equilibrium geometry.

The calculation puts the frontier orbital gap (spin up / spin down) at 5.693 / 5.592 eV.

ORCA input file:
```
! wB97M-V def2-TZVPD RIJCOSX def2/J DEFGRID3
* xyz 3 1
H -2.927 2.069 0.542
O 5.279 -1.359 0.097
H 4.638 3.178 -1.353
C 3.124 -1.850 -1.923
H -1.702 -4.300 -4.090
N -3.207 -3.598 -0.028
H -1.284 5.440 -0.759
H 1.973 -3.112 1.964
N -2.221 -2.689 -1.737
C -2.862 3.175 -3.474
O 0.533 -1.794 -0.316
H 3.728 -2.949 2.182
C -2.182 -4.746 -3.230
H 4.785 5.432 -0.355
C -2.563 -6.069 -3.224
C -1.974 2.624 -2.562
C -3.456 -5.950 -0.961
C -3.116 2.412 2.656
C 2.949 -3.482 1.633
H 2.965 -0.539 -3.629
C -2.414 2.338 1.459
H 3.745 0.207 -2.249
H -3.455 -7.708 -2.154
H 1.980 -0.020 -2.265
H -1.751 -0.729 -2.293
H -3.672 -3.680 0.864
C -1.062 2.729 1.424
H -0.723 -2.980 4.938
H -4.166 2.152 2.686
C 2.940 -0.471 -2.543
C 3.125 -3.334 0.127
C -3.090 -4.607 -0.978
C 2.717 5.509 0.190
C 0.093 -2.361 4.549
C 1.681 -1.337 0.026
C -1.409 3.441 -1.587
H -0.836 0.216 4.968
H 4.590 0.710 1.235
C 2.552 0.575 1.239
H -1.519 0.478 3.338
N 3.809 0.149 0.914
H -3.031 2.969 4.721
H 2.391 -2.553 -2.322
H 2.468 1.999 -1.423
C -2.476 2.879 3.796
C 4.137 -1.040 0.226
Os -0.481 -0.248 0.755
As -0.237 2.704 -0.296
C 3.840 4.905 -0.356
C 1.500 4.842 0.195
H -0.466 -1.924 -2.587
N 1.533 -0.310 0.835
H -0.657 3.639 4.653
C 1.436 3.570 -0.368
O -0.277 0.981 -0.681
C -0.469 -1.367 3.607
H 2.782 6.503 0.611
C -2.612 5.334 -2.428
H -3.310 2.552 -4.236
C -3.174 4.526 -3.409
H 0.633 3.451 2.553
H 4.111 -3.683 -0.176
H 4.115 -2.237 -2.158
H 0.827 -2.998 4.066
C -1.722 4.797 -1.511
H 3.014 -4.532 1.916
C 2.547 2.966 -0.944
C -1.538 -1.744 -2.617
Se -2.777 -0.821 0.449
H 0.527 -1.852 5.412
H -1.710 1.576 -2.621
O 2.274 1.599 1.804
H -2.386 -6.672 -4.104
C -1.134 3.257 3.760
H 0.634 5.315 0.643
O -0.233 -1.512 2.389
C -2.669 -2.470 -0.502
C -2.458 -4.025 -2.069
H -3.929 -6.409 -0.103
H -2.860 6.385 -2.381
H 2.380 -3.927 -0.406
C -0.413 3.174 2.582
H -2.252 -0.684 4.469
H -3.846 4.959 -4.138
C -3.183 -6.663 -2.106
C 3.001 -1.873 -0.379
C -1.308 -0.261 4.108
C 3.757 3.638 -0.923
H -1.911 -1.882 -3.628
*
```

Löwdin atomic charge list, values in e, 6 entries:
1. H 0.08
2. O 0.19
3. H 0.12
4. C -0.14
5. H 0.12
6. N 0.15